Below is a cluster of 7 separate species, C2H21N2O6 in total, with properties calculated with ωB97M-V/def2-TZVPD.

HOMO energy	-13.003	eV
molecular weight	169.198	g mol⁻¹
max |F|	0.071	hartree/bohr
net charge	+1

Last column: Mulliken charge in e.
CARTESIAN COORDINATES (ANGSTROEM)
C (0.5109, -2.5257, 0.6451)  -0.544
N (-0.4240, -2.6615, -0.4740)  -0.551
C (0.2082, -1.3024, 1.4988)  -0.544
N (1.0544, -0.2125, 1.0495)  -0.131
H (1.4825, -2.4887, 0.2179)  0.320
H (0.5722, -3.3937, 1.2537)  0.486
H (-0.0545, -2.4144, -1.3699)  0.175
H (-0.8715, -3.5926, -0.4838)  0.218
H (0.4583, -1.5406, 2.5204)  0.343
H (-0.8301, -1.0833, 1.5488)  0.320
H (1.0383, 0.6425, 1.6306)  0.327
H (2.0595, -0.3442, 0.9057)  0.466
H (0.8112, 0.0883, 0.0586)  0.164
H (-0.0513, 2.0605, 3.4186)  0.272
H (-0.9727, 0.9300, 3.6777)  0.275
O (-0.3509, 1.2177, 3.0868)  -0.565
H (-0.3423, 1.8838, -1.9662)  0.352
H (-0.7561, 2.3336, -3.3406)  0.316
O (-0.0227, 1.9486, -2.8677)  -0.665
H (1.5319, -0.6385, -2.6147)  0.258
H (1.5634, 0.8354, -2.4152)  0.381
O (1.6966, 0.0265, -1.9186)  -0.622
H (-2.5614, 1.8862, -0.9658)  0.345
H (-2.9082, 3.3558, -1.2868)  0.298
O (-2.2772, 2.6589, -1.4849)  -0.656
H (4.4505, 0.3752, 0.0651)  0.304
H (3.0528, 0.5658, -0.8442)  0.362
O (3.4739, 0.4783, 0.0135)  -0.681
H (-3.1521, -0.0583, 0.1760)  0.312
H (-4.6114, 0.2791, -0.0248)  0.342
O (-3.7784, 0.6902, 0.2905)  -0.678

***

Below is an isolated molecule of C21H22ClFN2O2, with properties calculated with ωB97M-V/def2-TZVPD.

HOMO energy	-8.878	eV
molecular weight	388.870	g mol⁻¹
SMILES	CN(Cc1c(F)cccc1Cl)C(=O)[C@H]1CC(=O)N(CCc2ccccc2)C1
max |F|	0.009	hartree/bohr

Last column: Mulliken charge in e.
CARTESIAN COORDINATES (ANGSTROEM)
C (-0.7503, 1.7118, 1.8079)  -1.036
N (0.4618, 1.0492, 2.2240)  0.219
C (1.2462, 1.7555, 3.2239)  -1.287
C (1.5748, 3.1570, 2.7854)  -0.025
C (1.0491, 4.2605, 3.4493)  0.473
F (0.2332, 4.0513, 4.5053)  -0.337
C (1.3168, 5.5646, 3.0790)  -0.662
C (2.1394, 5.7889, 1.9894)  -0.324
C (2.6789, 4.7221, 1.2936)  -0.799
C (2.3981, 3.4235, 1.6914)  0.865
Cl (3.0938, 2.1111, 0.8109)  -0.163
C (0.9500, -0.1098, 1.7233)  0.411
O (1.9692, -0.6129, 2.1583)  -0.698
C (0.1621, -0.7507, 0.5844)  0.223
C (0.2223, 0.0686, -0.7118)  -0.095
C (0.3878, -0.9625, -1.8214)  0.142
O (0.2971, -0.7537, -3.0105)  -0.684
N (0.6826, -2.1438, -1.2474)  0.177
C (0.8599, -3.3568, -1.9990)  -1.028
C (-0.3888, -4.2563, -1.9371)  -1.254
C (-1.5913, -3.4727, -2.3805)  0.547
C (-2.4146, -2.8534, -1.4502)  -0.064
C (-3.4743, -2.0640, -1.8603)  -0.773
C (-3.7226, -1.8840, -3.2092)  -0.428
C (-2.9098, -2.5015, -4.1444)  -0.617
C (-1.8512, -3.2887, -3.7319)  -0.230
C (0.7676, -2.1073, 0.1912)  -1.068
H (-0.5700, 2.3941, 0.9722)  0.272
H (-1.5126, 0.9927, 1.5178)  0.391
H (-1.1332, 2.2912, 2.6483)  0.391
H (2.1637, 1.1758, 3.3654)  0.395
H (0.6935, 1.7841, 4.1684)  0.462
H (0.8814, 6.3761, 3.6391)  0.444
H (2.3604, 6.7984, 1.6812)  0.371
H (3.3195, 4.8883, 0.4427)  0.437
H (-0.8768, -0.8904, 0.8941)  0.466
H (-0.6677, 0.6668, -0.8970)  0.366
H (1.0905, 0.7306, -0.7315)  0.069
H (1.7350, -3.8944, -1.6205)  0.445
H (1.0368, -3.0545, -3.0345)  0.449
H (-0.5290, -4.6211, -0.9177)  0.392
H (-0.2265, -5.1150, -2.5902)  0.475
H (-2.2284, -2.9933, -0.3938)  0.368
H (-4.1063, -1.5859, -1.1249)  0.407
H (-4.5459, -1.2632, -3.5308)  0.392
H (-3.0979, -2.3628, -5.1987)  0.380
H (-1.2139, -3.7609, -4.4653)  0.379
H (0.2263, -2.9442, 0.6391)  0.305
H (1.8132, -2.1585, 0.5230)  0.460

***

Below is a cluster of 2 separate species, C2H4NO3 in total, with properties calculated with ωB97M-V/def2-TZVPD.

HOMO energy	-0.938	eV
molecular weight	90.058	g mol⁻¹
max |F|	0.055	hartree/bohr
net charge	-1

Last column: Mulliken charge in e.
CARTESIAN COORDINATES (ANGSTROEM)
C (-0.4149, -2.2684, -1.2975)  0.614
C (0.9001, 0.7869, 0.4903)  -0.675
N (-0.3405, 0.8301, -0.2718)  -0.613
O (0.6867, -2.1020, -1.0315)  -0.289
O (-1.4901, -2.6230, -1.6311)  -0.428
O (-1.2677, 1.7324, 0.3244)  -0.420
H (0.7223, 1.3063, 1.5255)  0.282
H (1.1694, -0.2598, 0.6977)  0.179
H (1.7490, 1.3428, 0.0948)  0.135
H (-1.7143, 1.2546, 1.0992)  0.214

***

Below is an isolated molecule of C6H10O, with properties calculated with ωB97M-V/def2-TZVPD.

HOMO energy	-9.399	eV
molecular weight	98.145	g mol⁻¹
SMILES	C[C@H]1O[C@H]2CC[C@H]21
max |F|	0.007	hartree/bohr

Last column: Mulliken charge in e.
CARTESIAN COORDINATES (ANGSTROEM)
C (-0.3841, 1.5774, 1.3841)  -1.391
C (-0.2769, 1.2246, -0.0820)  0.100
O (1.0970, 0.9757, -0.4562)  -0.464
C (0.7285, -0.1883, -1.2090)  -0.039
C (0.9767, -1.5295, -0.5081)  -0.698
C (-0.3829, -1.3731, 0.2324)  -0.813
C (-0.7075, -0.1400, -0.6440)  0.028
H (0.1687, 0.8544, 1.9919)  0.331
H (0.0641, 2.5631, 1.5534)  0.356
H (-1.4279, 1.6054, 1.7141)  0.321
H (-0.6998, 2.0363, -0.6971)  0.324
H (0.9850, -0.0843, -2.2644)  0.404
H (1.8842, -1.6264, 0.0962)  0.296
H (0.9515, -2.3425, -1.2430)  0.279
H (-1.0815, -2.2034, 0.1072)  0.312
H (-0.2988, -1.1620, 1.3018)  0.237
H (-1.5963, -0.1873, -1.2774)  0.420

***

Below is a structure of composition C18H19N3O3S, with properties calculated with ωB97M-V/def2-TZVPD.

HOMO energy	-8.644	eV
molecular weight	357.435	g mol⁻¹
max |F|	0.314	hartree/bohr

Last column: Mulliken charge in e.
CARTESIAN COORDINATES (ANGSTROEM)
C (-5.7068, -0.2588, -1.4768)  -1.038
C (-4.4132, 0.3117, -0.8982)  -0.257
N (-4.5091, 1.2011, 0.1167)  -0.669
O (-3.3640, 1.4358, 0.4894)  -0.098
C (-2.4983, 0.7114, -0.4600)  -0.382
C (-3.2583, 0.0503, -1.1827)  0.347
H (-2.8948, -0.5754, -1.8682)  0.859
C (-1.1321, 1.1302, -0.2050)  0.454
C (-0.2113, 0.4958, -0.9643)  -1.267
C (1.2333, 0.5680, -0.6319)  -0.143
C (1.6014, 1.6440, 0.4127)  0.365
C (0.5840, 2.1996, 1.0518)  -0.944
C (-0.6413, 1.7491, 0.8383)  -0.328
H (-1.3613, 2.5182, 1.6193)  0.100
H (1.0035, 2.7449, 1.8188)  0.513
C (3.0338, 1.7107, 0.8363)  0.413
H (3.1319, 2.2658, 1.6190)  0.955
C (3.7346, 2.4146, -0.3805)  -1.275
H (3.9604, 1.9129, -1.3814)  0.256
H (4.7396, 2.8366, -0.0541)  0.399
H (3.1472, 3.3408, -0.8361)  0.291
C (3.7903, 0.6020, 1.2774)  -1.617
H (4.1931, 0.0531, 0.2999)  0.145
H (3.2675, -0.0666, 1.9762)  0.380
H (4.8141, 0.9911, 1.3906)  0.462
S (2.2138, -0.5940, -1.5683)  1.042
O (3.5059, -0.4740, -1.8343)  -0.549
O (1.3613, -0.8816, -2.6918)  -0.681
N (2.0915, -1.9111, -0.3119)  -0.272
C (1.0189, -2.2003, 0.3132)  0.022
N (1.0104, -1.9242, 1.5127)  -0.380
C (-0.1524, -2.3004, 2.0999)  -0.386
C (-1.2776, -2.5908, 1.6339)  -0.251
C (-1.3363, -2.9016, 0.2092)  -0.401
C (-0.1826, -2.6120, -0.4706)  -0.359
H (-0.0453, -2.4477, -1.5071)  0.737
H (-2.1896, -3.0605, -0.4568)  0.445
H (-2.2015, -2.7789, 2.4621)  0.192
H (-0.0687, -2.1195, 3.3165)  0.214
H (2.8269, -1.6305, 0.3155)  0.459
H (-0.3740, -0.2300, -1.5341)  1.429
H (-6.7977, 0.1786, -0.8391)  0.253
H (-5.8275, -1.3883, -1.4696)  0.278
H (-5.8198, -0.1202, -2.5865)  0.289

***

Below is a structure of composition C25H29B2F6I2N8OSbTa, with properties calculated with ωB97M-V/def2-TZVPD.

HOMO energy (spin up / spin down)	-14.416 / -14.491	eV
molecular weight	1149.690	g mol⁻¹
max |F|	0.017	hartree/bohr
net charge	+2
spin multiplicity	2

Last column: Mulliken charge in e.
CARTESIAN COORDINATES (ANGSTROEM)
Ta (-0.9388, -0.2815, 0.1524)  2.387
C (-3.7761, 2.2594, 0.1313)  -1.292
C (-2.3672, 2.6293, -0.1815)  0.708
C (-1.9404, 3.9291, -0.3097)  -1.520
C (-0.5800, 3.8861, -0.5827)  0.931
C (0.3607, 5.0217, -0.7910)  -1.339
N (-0.2159, 2.6070, -0.6349)  0.942
N (-1.2990, 1.7866, -0.3980)  0.322
B (1.1745, 2.0279, -0.8615)  -2.152
N (1.6537, 1.3654, 0.4461)  0.967
N (0.9367, 0.3495, 1.0235)  0.580
C (1.5246, 0.0675, 2.2147)  0.593
C (1.0430, -0.9727, 3.1655)  -1.293
C (2.6259, 0.8859, 2.3660)  -1.469
C (2.6747, 1.7004, 1.2424)  1.134
C (3.6557, 2.7737, 0.9160)  -1.379
N (1.0289, 0.9574, -1.9450)  0.183
N (0.2143, -0.1339, -1.7559)  0.324
C (0.3082, -0.8754, -2.9046)  0.784
C (-0.2936, -2.2092, -3.2096)  -1.340
C (1.1468, -0.2245, -3.7880)  -1.477
C (1.5847, 0.9293, -3.1566)  0.965
C (2.5068, 1.9831, -3.6650)  -1.444
H (-4.3386, 3.1815, 0.2545)  0.473
H (-3.8553, 1.6896, 1.0547)  0.245
H (-4.2422, 1.6974, -0.6752)  0.169
H (-2.5508, 4.8107, -0.2153)  0.559
H (-0.1769, 5.9592, -0.6756)  0.414
H (0.7980, 4.9954, -1.7891)  0.270
H (1.1727, 5.0018, -0.0649)  0.242
H (1.9425, 2.8673, -1.1947)  0.045
H (-0.0077, -0.8377, 3.4171)  0.283
H (1.6223, -0.9096, 4.0830)  0.488
H (1.1822, -1.9777, 2.7591)  0.065
H (3.2985, 0.9057, 3.2065)  0.564
H (4.3796, 2.8570, 1.7224)  0.418
H (3.1645, 3.7386, 0.7971)  0.233
H (4.1912, 2.5538, -0.0075)  0.282
H (-0.2155, -2.9171, -2.3882)  0.179
H (0.2418, -2.6209, -4.0626)  0.513
H (-1.3391, -2.1291, -3.4989)  0.177
H (1.4124, -0.5613, -4.7758)  0.600
H (2.8270, 1.7289, -4.6721)  0.414
H (3.3903, 2.0787, -3.0344)  0.280
H (2.0111, 2.9531, -3.6973)  0.306
I (-3.3609, -3.7519, 3.2255)  0.217
C (-1.6815, -4.0959, 2.1196)  -0.312
C (-1.0961, -5.3548, 2.0297)  -0.216
C (0.0743, -5.5673, 1.3060)  0.029
I (0.8494, -7.4544, 1.2495)  0.297
C (0.7307, -4.4780, 0.6115)  1.208
C (1.9693, -4.5344, -0.0452)  -0.982
C (2.4927, -3.3785, -0.5804)  -1.461
C (1.7707, -2.1858, -0.5129)  -0.225
N (0.5733, -2.1232, 0.0544)  1.256
C (0.0969, -3.2396, 0.6376)  -0.950
C (-1.0901, -3.0107, 1.4125)  0.264
O (-1.4957, -1.8065, 1.5055)  -0.325
H (-1.5585, -6.1831, 2.5486)  0.479
H (2.5142, -5.4672, -0.1076)  0.334
H (3.4610, -3.3807, -1.0604)  0.543
H (2.1678, -1.2705, -0.9310)  0.411
B (-1.2911, 2.0090, 4.2295)  0.431
C (-1.4796, 1.2123, 2.9379)  -0.224
N (-1.5314, 0.6250, 1.9317)  -0.493
H (-1.9326, 1.5039, 5.1138)  -0.078
H (-0.0879, 1.8999, 4.4072)  -0.082
H (-1.6216, 3.1449, 3.9838)  -0.084
F (-2.7317, 0.0926, -2.4147)  -0.550
Sb (-3.6844, -1.2783, -1.5691)  2.238
F (-3.0742, -0.2899, 0.0731)  -0.774
F (-5.2877, -0.3831, -1.6358)  -0.463
F (-4.1831, -2.6352, -0.4193)  -0.531
F (-3.6865, -2.3414, -3.0747)  -0.479
F (-1.7622, -1.8051, -1.0425)  -0.811

***

Calculated energy above the lowest of the compared OMol25 structures with the same formula, charge and spin, 10.0; 9.4; 107.4; 31.3; 361.9; 0.0 kcal/mol (same order as the records).